Entry 1:
# C18H35BF6N2O11P2

3 unconnected molecules or ions with the total composition C18H35BF6N2O11P2 at a distorted geometry (wB97M-V/def2-TZVPD, OMol25).

Each line ends with the Mulliken charge.
Geometry (Å):
H (1.17371, 2.12911, 2.34194)  0.097
O (-4.24346, 1.28221, -6.43196)  -0.548
C (0.52552, -0.55644, -0.84649)  0.747
O (5.08507, 0.69761, 1.28732)  -0.708
N (4.08426, 0.62370, 4.36968)  -0.486
C (3.98947, 3.29080, 2.51437)  -0.898
C (4.67547, -3.79501, 3.20530)  -0.599
H (0.95966, -0.18341, 2.04925)  -0.795
H (-3.50291, 0.56107, -8.90841)  0.286
C (-5.52729, -0.04386, -0.40885)  -0.450
C (3.00712, -2.23019, 1.64714)  0.291
O (-2.42345, 0.63432, -5.18832)  -0.255
F (-1.04369, 1.11512, 1.13381)  -0.200
H (3.70216, -2.40437, -0.62415)  0.274
B (3.62659, 0.99996, 1.51055)  0.928
F (-0.20943, -2.32083, 0.97045)  -0.249
H (1.36100, 2.51743, 0.41408)  0.194
H (3.70020, -4.78021, 5.03708)  0.306
C (-3.24948, 0.64959, -4.02575)  -0.519
H (5.21210, -2.70298, 1.27818)  0.388
H (-6.64710, 2.41138, -4.48671)  0.221
C (1.75549, 2.69888, 1.50172)  -0.594
H (-4.06578, -0.07347, -4.12283)  0.302
H (4.06049, 4.41491, 2.11975)  0.278
H (-3.64115, 1.65556, -3.84363)  0.383
H (5.56006, 1.51480, 0.94592)  0.288
H (-1.90486, 1.18150, -9.36520)  0.222
H (-8.25712, 3.04603, -4.09671)  0.221
P (2.34498, -0.45290, 1.76269)  1.342
H (2.72337, -3.26488, 4.46648)  0.111
N (3.24990, 2.47053, 1.48154)  -0.076
H (-5.02528, 0.75328, 0.14894)  0.267
O (-7.46475, 1.80976, -2.66929)  -0.348
O (2.97663, 0.11304, -0.88989)  -0.550
F (0.81531, -1.51050, -1.98230)  -0.305
H (0.70333, 0.79849, 4.00589)  0.215
C (-1.60535, -0.23148, 0.89349)  0.972
H (1.60123, 3.86328, 1.71368)  0.353
C (3.80822, -3.68840, 4.59286)  -0.726
C (-3.06525, 0.97697, -6.33375)  0.692
P (2.66565, -0.37564, 3.96278)  0.418
O (-3.42748, -1.10387, 2.55763)  -0.502
C (2.96915, -2.92098, 0.16410)  -1.205
H (3.36220, 3.33037, 3.50136)  0.236
H (3.41727, -4.01974, 0.29998)  0.348
F (0.09799, 0.71630, -1.53998)  -0.308
H (-4.82735, -0.54493, -1.08525)  0.192
F (-2.88026, -0.05885, 0.10252)  -0.127
O (-5.19543, 1.81419, -2.31012)  -0.567
C (-7.27707, 2.79889, -3.67951)  -0.522
H (4.96065, 0.06192, 4.28169)  0.273
O (-1.22051, -1.10364, 3.50726)  -0.349
H (5.09758, 2.91268, 2.71941)  0.238
O (-2.16899, 0.92116, -7.35114)  -0.342
C (-2.70822, 1.25964, -8.62739)  -0.617
O (-6.64237, 0.47370, -1.13195)  -0.336
O (1.28584, 0.42911, 4.73896)  -0.553
C (1.95167, -0.30222, -0.09284)  -0.505
H (4.33746, -3.03472, 5.43214)  0.222
C (4.53873, -2.44626, 2.23010)  -0.471
C (-6.31974, 1.40734, -2.06238)  0.784
H (4.44693, -4.77818, 2.57049)  0.248
H (5.01450, -1.49015, 2.70690)  0.194
H (3.94973, 1.01438, 5.32899)  0.249
C (-2.10604, -0.84804, 2.36090)  -0.064
C (-0.65090, -1.25432, 0.04272)  0.215
H (-2.63369, 0.36003, -3.16984)  0.126
H (2.30914, -2.90170, 2.34491)  0.296
H (-1.49473, -0.59733, 4.32732)  0.351
H (-3.07815, 2.29004, -8.62919)  0.285
F (-1.56763, -1.93729, -0.94689)  -0.306
H (-6.84490, 3.70964, -3.25253)  0.281
H (1.88736, -3.08759, -0.27854)  0.171
H (5.82808, -3.88309, 3.50265)  0.330
H (-5.90139, -0.78122, 0.30684)  0.242

Calculated values
**Orbital gap**: 5.9 eV
**Highest occupied orbital energy**: -7.4 eV
**Calculated total energy**: -2950.43333 hartree
**SMILES**: CCC[C@H](C)[PH](B(O)N(C)C)(C(=O)C(F)(F)C(F)(F)C(F)(F)C(=O)O)P(N)O.COC(=O)OC.COC(=O)OC
**Net charge**: 0
**Relative energy (zero: lowest compared OMol25 entry of this formula, charge and spin)**: 1031.2 kJ/mol

Entry 2:
# C3H8N2S

A single C3H8N2S molecule at a distorted geometry (wB97M-V/def2-TZVPD, OMol25).

Each line ends with the Mulliken charge.
Geometry (Å):
H (-2.17431, -0.90065, -0.72580)  0.354
C (-1.13519, -0.66809, -1.00092)  -1.330
S (1.22090, 1.39647, -1.86858)  -0.347
C (-0.44534, 0.22486, 0.06748)  0.621
N (1.84130, 0.68682, 0.59081)  -0.299
H (-0.55801, -1.55014, -1.25705)  0.360
H (-1.04399, 1.16050, 0.21375)  0.218
H (-1.28115, -0.37140, 1.74600)  0.295
C (0.93876, 0.74062, -0.36538)  -0.190
H (1.58670, 0.34440, 1.52658)  0.280
H (-0.20083, -1.47378, 1.22389)  0.223
N (-0.33722, -0.46194, 1.35645)  -0.728
H (-1.21804, -0.09646, -1.96657)  0.345
H (2.80642, 0.96880, 0.45933)  0.199

Calculated values
**Orbital gap**: 8.8 eV
**Highest occupied orbital energy**: -8.1 eV
**Calculated total energy**: -626.81109 hartree
**SMILES**: C[C@@H](N)C(N)=S
**Net charge**: 0
**Relative energy (zero: lowest compared OMol25 entry of this formula, charge and spin)**: 32.0 kJ/mol